1.
{"formula": "C36H38Br4N5O3P2Ti", "method": "wB97M-V/def2-TZVPD", "species": ["Br", "Br", "Br", "Br", "Ti", "P", "P", "O", "O", "O", "N", "N", "N", "N", "N", "C", "C", "C", "C", "C", "C", "C", "C", "C", "C", "C", "C", "C", "C", "C", "C", "C", "C", "C", "C", "C", "C", "C", "C", "C", "C", "C", "C", "C", "C", "C", "C", "C", "C", "C", "C", "H", "H", "H", "H", "H", "H", "H", "H", "H", "H", "H", "H", "H", "H", "H", "H", "H", "H", "H", "H", "H", "H", "H", "H", "H", "H", "H", "H", "H", "H", "H", "H", "H", "H", "H", "H", "H", "H"], "coordinates": [[3.5247, 2.4701, -2.0172], [-2.8263, 4.3099, -1.5682], [1.7216, 3.8133, -4.7688], [-1.6892, 2.9724, -4.6138], [0.6526, 2.8740, 1.8592], [-2.1912, -2.5488, -0.1515], [1.0022, -2.7380, 0.0592], [1.6052, 2.2779, 0.2515], [3.1546, 5.0346, 4.1186], [-0.6192, 3.6329, 0.5616], [1.5445, 4.4412, 2.5131], [-1.7113, -1.6832, -2.7644], [-0.7381, 3.8606, 3.2178], [1.0879, -1.9396, -2.5473], [1.9112, 1.8750, 3.1811], [-1.1431, -2.3227, -1.7040], [-0.2986, 3.3325, -0.7033], [-3.0853, 4.2886, 3.3691], [3.6099, 2.2641, 4.8802], [0.7588, 5.6400, 2.7677], [-4.2079, -4.3680, 0.4754], [1.6846, 2.7979, -2.0782], [2.7621, 2.7343, 3.8517], [2.5163, 4.1646, 3.4793], [0.9895, 2.6834, -0.8528], [-0.4967, 3.2661, -3.1122], [2.8562, -2.8920, -0.1538], [0.2351, -2.3429, -1.5874], [-4.6848, -2.9045, -1.4790], [1.3135, -0.9354, -4.6960], [1.8573, 0.5846, 3.5069], [-0.5608, 5.1965, 3.2869], [2.6331, 0.0686, 4.5568], [-1.4034, -0.4845, -4.8591], [-1.9961, 3.4005, 3.3101], [0.4846, -1.3832, -3.6321], [0.5029, -4.6042, 0.0156], [-0.5883, 0.0294, -5.8454], [0.8112, -0.2439, -5.7840], [-1.0990, 3.5954, -1.8629], [0.9031, 3.2394, -3.2085], [-3.5797, -3.7029, -0.7346], [-2.8135, -0.8641, -0.0188], [-0.9010, -1.2419, -3.7539], [3.4376, -3.5083, 1.1050], [-2.8956, 5.6938, 3.4965], [-1.5704, 6.1426, 3.5289], [-3.0646, -4.8768, -1.6493], [3.4702, 0.9146, 5.2596], [3.4316, -1.4815, -0.3075], [3.1972, -3.7653, -1.3395], [-0.9613, 0.6230, -6.6630], [-1.9134, -0.2578, -0.1046], [3.0939, -4.5646, 1.1928], [3.0543, -3.2242, -2.3102], [0.7144, -4.9917, -1.0048], [1.1643, -5.1590, 0.7242], [3.2800, -1.2137, -1.3641], [-4.3355, -2.2318, -2.2794], [4.2562, -3.9884, -1.3869], [2.3541, -1.1031, -4.4493], [1.2935, 6.2315, 3.4841], [4.2602, 2.9504, 5.4328], [1.3955, -0.0302, -6.6698], [-2.2772, -5.4884, -1.1647], [3.2845, -2.9986, 2.0575], [-3.2545, -0.5897, 0.9723], [-5.3186, -4.4605, 0.4927], [4.5088, -1.5118, -0.1289], [-5.2873, -3.6836, -2.0142], [-3.9342, -3.8282, 1.4114], [-2.7586, -4.4548, -2.6370], [-3.7829, -5.3504, 0.6243], [-0.5174, -4.7813, 0.4519], [2.9064, -0.6955, 0.2092], [-1.3437, 7.2067, 3.5673], [-3.7018, 6.4220, 3.7508], [-2.4748, -0.3203, -4.9132], [0.5730, 6.1573, 1.7804], [-3.9573, -5.5545, -1.7908], [4.5276, -3.6535, 0.9069], [-3.4598, -0.6276, -0.8351], [-4.0378, 3.7500, 3.4084], [-2.1304, 2.3615, 3.0550], [4.1291, 0.4514, 5.9442], [-5.3793, -2.3356, -0.8094], [1.2202, -0.0828, 2.8533], [2.6788, -1.0000, 4.6610], [2.6356, -4.7395, -1.3139]], "forces_ev_per_a": [[-0.02, 0.08, -0.42], [0.27, -0.30, -0.28], [0.36, -0.26, -0.69], [0.83, 0.80, 0.66], [-0.75, 0.26, -2.27], [1.55, -1.54, -0.64], [-1.13, -1.36, 0.26], [-0.88, -0.12, 0.93], [-1.28, -1.46, -0.97], [-0.27, -0.81, -0.19], [2.26, -0.21, 2.13], [-1.32, -0.50, -0.19], [-1.29, 0.75, 0.43], [-0.36, 0.02, 0.55], [1.21, -0.05, 1.59], [-0.42, 1.00, 0.70], [0.21, -0.14, -1.36], [0.09, -0.67, 0.67], [-1.21, 0.27, -0.25], [0.75, -0.31, -1.24], [-0.29, 0.44, 1.80], [-2.36, 0.71, -0.09], [-0.66, -1.79, -0.10], [1.05, 2.82, 0.55], [0.09, 1.20, -1.05], [-0.94, 1.21, 0.29], [-0.55, 0.55, 0.03], [1.11, -0.09, 0.59], [-0.70, -0.66, -0.71], [-0.31, 0.05, 0.90], [0.10, -0.71, -0.38], [-0.46, 0.01, -0.45], [-0.25, 0.42, -1.15], [-0.26, -0.30, 0.26], [-0.52, 1.92, -0.87], [0.96, 0.30, -1.50], [0.70, 0.06, 1.14], [1.43, -0.90, 0.49], [-1.05, -0.23, -0.21], [1.91, -1.32, 1.26], [0.23, -1.47, 1.20], [-0.45, 0.49, -0.84], [-0.35, 0.62, 1.01], [-0.43, 0.76, -0.10], [0.73, -1.86, -0.27], [0.40, -0.69, 1.22], [-0.73, -0.96, -0.57], [-0.80, 0.70, -0.25], [0.07, 0.52, -1.50], [-0.03, -0.39, -1.84], [0.03, -0.35, -1.38], [-0.25, -0.01, -0.13], [0.12, 0.11, -0.16], [-0.02, 0.66, 0.26], [-0.58, -0.58, 0.95], [-0.79, 0.13, 0.71], [-0.23, 0.33, -0.48], [0.17, 0.09, 0.19], [0.27, -0.20, 0.48], [0.57, -0.32, 0.44], [0.30, 0.05, -0.66], [0.25, 0.84, 0.14], [-0.28, -0.23, -0.47], [0.35, 0.33, 0.25], [-0.22, 0.58, -0.36], [-0.11, 0.20, -0.19], [0.05, -0.50, -0.77], [0.67, 0.08, -0.44], [-0.01, 0.29, 0.27], [0.02, 0.61, 0.43], [-0.32, -0.14, -0.45], [0.04, -0.58, 0.74], [0.03, -0.45, 0.03], [0.81, 0.39, -1.03], [0.00, 0.18, 0.79], [0.11, -0.30, 0.06], [0.50, -0.93, -0.69], [-0.01, 0.00, 0.17], [0.27, -0.21, 1.14], [0.83, 0.57, -0.04], [-0.49, 0.45, 0.38], [-0.52, 0.48, -0.48], [0.01, 0.84, -0.17], [-0.21, -0.28, 0.49], [0.54, -0.03, 0.96], [0.71, -0.48, -0.34], [0.72, 0.78, 0.87], [-0.21, -0.20, 0.43], [0.66, 0.97, -0.22]], "lowdin_spin": [-0.0002, 0.0004, 0.0010, 0.0006, 0.8819, 0.0166, 0.0081, 0.0043, -0.0002, 0.0067, -0.0033, 0.2680, 0.0023, 0.2113, 0.0147, 0.1214, 0.0015, -0.0014, -0.0036, 0.0003, 0.0000, -0.0009, 0.0166, 0.0041, 0.0023, -0.0009, 0.0022, 0.0604, 0.0000, 0.0481, 0.0255, 0.0077, -0.0026, 0.0630, 0.0121, 0.0325, 0.0050, 0.0422, 0.0685, 0.0013, 0.0007, 0.0034, 0.0060, 0.0212, 0.0006, 0.0081, -0.0013, 0.0024, 0.0163, 0.0006, 0.0007, 0.0020, 0.0003, 0.0003, 0.0001, 0.0008, 0.0012, 0.0002, -0.0003, 0.0005, 0.0006, -0.0001, -0.0004, 0.0045, 0.0009, 0.0003, 0.0005, 0.0001, 0.0000, 0.0002, 0.0001, 0.0007, 0.0000, 0.0004, 0.0004, -0.0002, 0.0005, 0.0014, -0.0001, 0.0000, 0.0000, 0.0008, -0.0003, 0.0043, 0.0012, 0.0001, 0.0034, -0.0005, 0.0001], "e_lumo_ev": [0.91, 0.88], "s2": 2.023, "e_tot_ev": -373405.485, "charge": -1, "relative_energy_kj_mol": 418.2, "homo_lumo_gap_ha": [0.094, 0.195], "multiplicity": 3}


2.
{"formula": "CH3NS", "method": "wB97M-V/def2-TZVPD", "species": ["S", "N", "C", "H", "H", "H"], "coordinates": [[2.6577, 0.2751, -0.0818], [-1.2455, -0.2476, 0.1188], [1.7588, 0.6979, -1.2796], [-1.5006, -0.9990, 0.7553], [-0.2565, -0.3974, -0.1606], [-1.4139, 0.6710, 0.6479]], "forces_ev_per_a": [[0.14, -0.06, 0.17], [0.02, 1.17, 0.74], [-0.09, 0.07, -0.19], [0.08, 0.17, -0.12], [-0.99, 0.58, 0.58], [0.84, -1.93, -1.17]], "nbo_charge": [0.0987, -1.0934, -0.0963, 0.3577, 0.3684, 0.3649], "e_lumo_ev": [-0.93, -3.50], "s2": 2.032, "e_tot_ev": -13405.124, "relative_energy_kj_mol": 83.2, "homo_lumo_gap_ha": [0.249, 0.233], "multiplicity": 3}


3.
{"formula": "C15H17NO2", "method": "wB97M-V/def2-TZVPD", "species": ["O", "O", "N", "C", "C", "C", "C", "C", "C", "C", "C", "C", "C", "C", "C", "C", "C", "C", "H", "H", "H", "H", "H", "H", "H", "H", "H", "H", "H", "H", "H", "H", "H", "H", "H"], "coordinates": [[-4.0528, -0.8307, 1.7649], [-2.0006, -1.3468, 1.0108], [-1.7519, 0.2091, -2.8245], [-1.0270, 1.1169, -0.6889], [-0.0632, 1.8470, 1.3948], [-0.9682, 0.7916, 0.8368], [0.7510, -1.4519, -1.3272], [-1.9089, 0.2618, -1.5698], [-2.9803, -0.4858, 1.4079], [-2.4573, 0.9437, 1.3016], [2.8139, -0.8026, -2.3953], [0.5157, -1.4315, 1.1916], [1.0788, 1.6683, 2.0695], [1.4944, -1.2346, -2.4813], [2.6421, -0.8202, 0.0039], [-0.7851, -0.6437, 1.3223], [1.3120, -1.2251, -0.0697], [3.3952, -0.6041, -1.1481], [-0.0186, 1.1620, -1.0973], [-2.7447, -0.3098, -1.1806], [-0.2801, -1.7716, -1.3679], [-3.0887, 1.4719, 0.5917], [1.0134, -1.3959, -3.4355], [1.2120, 0.9263, 2.8472], [-1.4204, 2.1322, -0.7531], [1.1269, -1.1299, 2.0357], [-0.9535, 0.7829, -3.1045], [3.1074, -0.6666, 0.9692], [3.3569, -0.6297, -3.3131], [1.9165, 2.3304, 1.8913], [-0.3652, 2.8666, 1.1749], [0.3094, -2.4895, 1.3539], [-2.5837, 1.4157, 2.2736], [-0.8718, -0.5134, 2.4115], [4.4259, -0.2900, -1.0781]], "forces_ev_per_a": [[-0.81, -0.40, 0.09], [0.18, -0.16, -0.18], [-0.17, -0.05, -0.07], [0.33, -0.44, 0.46], [0.45, -0.34, 0.45], [-2.20, 0.78, 0.03], [0.33, 0.08, 0.35], [0.35, 0.25, -0.58], [0.48, 0.58, -0.47], [0.04, -0.41, 0.20], [-0.26, -0.06, 0.01], [-0.12, 0.00, -0.61], [-0.21, 0.23, 0.09], [-0.26, -0.01, 0.32], [0.12, 0.09, -0.23], [0.81, 0.20, 1.50], [0.18, -0.16, -0.24], [-0.33, -0.15, -0.11], [0.04, -0.16, -0.19], [-0.02, 0.01, 0.28], [-0.04, -0.12, -0.22], [-0.06, 0.12, 0.00], [0.09, 0.00, -0.14], [0.36, -0.88, -0.83], [-0.03, 0.12, 0.05], [0.13, 0.03, 0.04], [0.07, -0.06, -0.05], [-0.04, 0.03, 0.09], [0.19, 0.03, 0.04], [-0.31, 0.77, 0.88], [0.47, 0.01, -1.09], [-0.20, -0.08, -0.09], [0.14, 0.08, 0.09], [0.24, 0.01, 0.09], [0.07, 0.05, 0.06]], "nbo_charge": [-0.5347, -0.5126, -0.5904, -0.4812, -0.1487, -0.1183, -0.2112, 0.1276, 0.7985, -0.5291, -0.2176, -0.4376, -0.4019, -0.2112, -0.1520, 0.1152, -0.0525, -0.2275, 0.2405, 0.1833, 0.2225, 0.2419, 0.2210, 0.1946, 0.2302, 0.2232, 0.3210, 0.1986, 0.2152, 0.2086, 0.2052, 0.2440, 0.2485, 0.1729, 0.2141], "e_lumo_ev": 0.62, "smiles": "[H]/N=C\\C[C@@]1(C=C)CC(=O)O[C@H]1Cc1ccccc1", "e_tot_ev": -21413.874, "relative_energy_kj_mol": 311.1, "homo_lumo_gap_ha": 0.363}


Please write out number 2 again, unchanged.
{"formula": "CH3NS", "method": "wB97M-V/def2-TZVPD", "species": ["S", "N", "C", "H", "H", "H"], "coordinates": [[2.6577, 0.2751, -0.0818], [-1.2455, -0.2476, 0.1188], [1.7588, 0.6979, -1.2796], [-1.5006, -0.9990, 0.7553], [-0.2565, -0.3974, -0.1606], [-1.4139, 0.6710, 0.6479]], "forces_ev_per_a": [[0.14, -0.06, 0.17], [0.02, 1.17, 0.74], [-0.09, 0.07, -0.19], [0.08, 0.17, -0.12], [-0.99, 0.58, 0.58], [0.84, -1.93, -1.17]], "nbo_charge": [0.0987, -1.0934, -0.0963, 0.3577, 0.3684, 0.3649], "e_lumo_ev": [-0.93, -3.50], "s2": 2.032, "e_tot_ev": -13405.124, "relative_energy_kj_mol": 83.2, "homo_lumo_gap_ha": [0.249, 0.233], "multiplicity": 3}